C39H93N11O9 | wB97M-V/def2-TZVPD

Calculated values
* structure (SMILES): CCN(CC)CC.CCN(CC)CC.CN(C)C=O.CN(C)C=O.CN(C)C=O.CN(C)C=O.CN(C)C=O.CN(C)C=O.CN(C)C=O.CN(C)C=O.CN(C)C=O
* gap between HOMO and LUMO: 8.51 eV
* energy above the lowest of the compared OMol25 structures with the same formula, charge and spin: 5.450 eV

Element x y z (Å)
C -5.43 -0.45 4.63
C -3.95 -0.13 4.99
N -3.41 1.05 4.34
C -2.28 1.68 4.95
C -2.59 2.23 6.36
C -3.23 0.79 2.90
C -2.99 2.06 2.12
H -5.99 0.48 4.75
H -5.77 -1.30 5.22
H -5.45 -0.88 3.63
H -4.05 0.00 6.07
H -3.26 -0.98 4.90
H -1.41 1.00 5.01
H -1.92 2.54 4.38
H -3.48 1.78 6.80
H -1.75 2.27 7.05
H -2.95 3.26 6.28
H -4.10 0.25 2.51
H -2.44 0.04 2.74
H -2.01 2.51 2.26
H -3.75 2.78 2.42
H -3.00 1.89 1.04
C -0.53 -5.32 1.81
C -0.56 -6.83 2.07
N 0.54 -7.42 2.81
C 0.82 -6.77 4.08
C -0.40 -6.62 5.02
C 0.43 -8.88 2.87
C 1.74 -9.55 3.29
H 0.18 -4.96 1.07
H -0.28 -4.80 2.75
H -1.50 -4.87 1.63
H -1.51 -6.91 2.64
H -0.74 -7.41 1.17
H 1.61 -7.29 4.61
H 1.28 -5.80 3.88
H -1.13 -7.41 4.86
H -0.07 -6.65 6.06
H -0.92 -5.68 4.84
H 0.17 -9.23 1.86
H -0.39 -9.21 3.52
H 2.31 -9.92 2.44
H 1.55 -10.46 3.85
H 2.42 -8.83 3.74
C -1.14 1.21 -5.28
N -2.29 1.79 -5.97
C -2.06 2.68 -7.08
C -3.56 1.48 -5.63
O -4.54 1.96 -6.15
H -1.44 0.92 -4.28
H -0.37 1.99 -5.26
H -0.63 0.45 -5.88
H -2.43 2.32 -8.04
H -2.65 3.58 -6.90
H -1.02 2.91 -7.30
H -3.61 0.71 -4.86
C 1.07 2.59 5.10
N 1.41 3.03 3.76
C 1.91 2.00 2.85
C 1.44 4.33 3.43
O 1.55 4.76 2.29
H 0.58 1.62 5.07
H 0.35 3.30 5.51
H 1.92 2.46 5.78
H 2.80 1.47 3.17
H 1.09 1.30 2.70
H 2.03 2.40 1.84
H 1.28 4.97 4.32
C -0.77 5.02 -5.48
N -0.75 4.46 -4.12
C 0.54 4.12 -3.59
C -1.86 3.81 -3.71
O -1.90 2.94 -2.86
H -0.33 4.28 -6.15
H -0.01 5.81 -5.48
H -1.72 5.47 -5.73
H 0.67 3.97 -2.52
H 0.88 3.15 -3.98
H 1.30 4.87 -3.82
H -2.76 4.05 -4.31
C 5.34 -1.86 3.35
N 4.21 -2.41 2.65
C 3.79 -3.77 2.97
C 3.70 -1.79 1.56
O 4.06 -0.70 1.16
H 5.22 -2.00 4.42
H 5.53 -0.82 3.09
H 6.27 -2.40 3.11
H 4.50 -4.50 2.58
H 3.79 -3.88 4.06
H 2.76 -3.89 2.62
H 2.83 -2.34 1.16
C 2.61 0.04 -5.98
N 2.56 -1.05 -5.03
C 3.77 -1.61 -4.50
C 1.36 -1.53 -4.57
O 1.21 -2.24 -3.60
H 1.69 0.40 -6.43
H 3.16 -0.35 -6.84
H 3.19 0.87 -5.56
H 4.50 -2.02 -5.21
H 4.32 -0.80 -4.00
H 3.53 -2.30 -3.69
H 0.58 -1.17 -5.26
C 6.46 0.46 -1.54
N 5.40 1.36 -1.87
C 5.82 2.73 -2.20
C 4.11 1.03 -1.92
O 3.19 1.73 -2.31
H 7.33 0.49 -2.22
H 6.09 -0.57 -1.61
H 6.90 0.61 -0.55
H 4.98 3.36 -2.46
H 6.47 3.19 -1.45
H 6.44 2.63 -3.09
H 3.93 -0.01 -1.58
C -3.06 -0.82 -1.22
N -4.31 -1.20 -1.87
C -4.23 -2.29 -2.85
C -5.49 -0.56 -1.65
O -6.51 -0.82 -2.25
H -2.37 -0.61 -2.05
H -2.63 -1.70 -0.75
H -3.16 0.08 -0.64
H -4.21 -3.23 -2.28
H -5.14 -2.28 -3.44
H -3.32 -2.21 -3.43
H -5.35 0.20 -0.87
C -1.58 4.60 0.41
N -1.28 5.62 -0.58
C -2.41 6.10 -1.37
C -0.01 6.10 -0.71
O 0.32 6.95 -1.51
H -2.55 4.82 0.87
H -0.88 4.49 1.24
H -1.60 3.63 -0.08
H -3.00 5.31 -1.83
H -2.97 6.82 -0.79
H -1.97 6.62 -2.23
H 0.67 5.61 0.02
C 0.38 0.89 -1.69
N 0.13 0.01 -0.54
C -0.58 0.83 0.44
C 0.46 -1.27 -0.48
O 0.22 -2.03 0.46
H 0.96 1.78 -1.43
H -0.58 1.32 -1.96
H 0.88 0.45 -2.55
H -0.76 0.30 1.37
H -0.06 1.75 0.70
H -1.52 1.12 -0.03
H 1.11 -1.52 -1.34


C39H93N2O10V | wB97M-V/def2-TZVPD

Calculated values
* multiplicity: 3
* gap between HOMO and LUMO (alpha / beta): 7.74 / 8.12 eV
* ⟨S²⟩: 2.02

Element x y z (Å)
V 1.72 -0.98 -0.34
C -2.01 0.23 -2.82
C -0.81 -0.80 -2.74
O 0.32 -0.59 -1.87
H -2.75 0.11 -3.61
H -1.58 1.19 -3.08
H -2.57 0.33 -1.88
H -0.48 -1.01 -3.76
H -1.22 -1.78 -2.50
C 3.13 1.78 -2.91
C 3.47 1.83 -1.42
O 2.99 0.72 -0.74
H 2.09 1.48 -3.08
H 3.66 1.04 -3.50
H 3.14 2.75 -3.42
H 3.09 2.77 -1.03
H 4.56 1.82 -1.37
C -0.16 -4.95 -0.19
C 0.82 -4.22 0.61
O 1.04 -2.90 0.29
H -1.06 -4.40 -0.44
H -0.39 -5.84 0.40
H 0.32 -5.38 -1.07
H 1.68 -4.88 0.71
H 0.50 -4.21 1.65
C -0.93 1.60 0.60
C 0.41 1.29 1.30
C 0.42 1.73 2.71
O 0.51 -0.11 1.17
H -1.16 2.66 0.61
H -1.76 1.23 1.20
H -0.97 1.24 -0.43
H 1.24 1.76 0.78
H -0.42 1.28 3.25
H 0.52 2.81 2.75
H 1.29 1.32 3.22
H -0.10 -0.45 1.83
C 4.23 -1.93 3.38
C 3.60 -0.80 2.51
C 4.63 0.32 2.28
O 3.29 -1.42 1.27
H 4.21 -1.67 4.43
H 5.28 -2.06 3.10
H 3.76 -2.90 3.22
H 2.59 -0.57 2.85
H 4.94 0.71 3.25
H 4.18 1.14 1.72
H 5.55 0.10 1.74
H 3.91 -2.14 1.14
C 5.04 -5.18 -0.59
C 4.89 -4.39 0.66
C 5.51 -5.12 1.86
O 5.47 -3.15 0.46
H 4.44 -6.09 -0.51
H 6.06 -5.50 -0.77
H 4.69 -4.67 -1.49
H 3.83 -4.26 0.86
H 5.46 -4.49 2.75
H 6.56 -5.38 1.74
H 4.92 -6.01 2.05
H 6.40 -3.27 0.29
C -0.43 -3.69 4.18
C -0.89 -2.28 4.18
C 0.02 -1.42 5.07
O -0.63 -1.74 2.88
H -0.90 -4.26 3.38
H -0.67 -4.18 5.12
H 0.63 -3.85 3.99
H -1.94 -2.11 4.43
H 0.11 -1.92 6.04
H -0.31 -0.38 5.08
H 1.05 -1.49 4.71
H -0.68 -2.51 2.32
C 4.58 -2.44 -3.57
C 3.17 -2.32 -2.90
C 2.25 -3.60 -3.08
O 3.29 -2.11 -1.52
H 4.77 -1.61 -4.26
H 4.61 -3.42 -4.06
H 5.35 -2.40 -2.80
H 2.67 -1.47 -3.35
H 2.70 -4.54 -2.75
H 1.91 -3.70 -4.12
H 1.33 -3.48 -2.51
H 4.12 -2.53 -1.30
C -3.16 -2.35 0.15
C -4.47 -1.71 0.69
C -5.54 -2.72 0.31
C -6.91 -2.56 0.98
C -6.66 -2.50 2.48
C -5.59 -1.44 2.99
N -4.37 -1.56 2.13
O -3.39 -0.62 2.57
C -6.18 -0.01 2.90
C -5.27 -1.88 4.41
C -4.72 -0.44 -0.13
H -2.31 -1.71 0.37
H -3.31 -2.71 -0.87
H -2.78 -3.25 0.63
H -5.76 -2.64 -0.76
H -5.17 -3.72 0.55
H -7.38 -3.52 0.75
H -7.52 -1.70 0.73
H -6.23 -3.47 2.73
H -7.57 -2.47 3.08
H -5.48 0.72 3.30
H -6.47 0.23 1.87
H -7.02 -0.06 3.60
H -4.79 -2.86 4.41
H -4.70 -1.10 4.91
H -6.19 -1.99 4.99
H -4.11 0.41 0.18
H -5.76 -0.12 -0.04
H -4.46 -0.48 -1.19
H -2.60 -1.15 2.61
C 1.40 7.75 -2.70
C -0.11 7.71 -2.97
C -0.39 7.34 -4.44
C -0.19 5.90 -4.80
C -1.18 5.02 -3.92
C -0.84 5.19 -2.43
N -0.90 6.71 -2.13
O -0.65 6.95 -0.85
C -1.95 4.42 -1.72
C 0.42 4.46 -2.03
C -0.74 9.10 -2.68
H 1.65 7.96 -1.66
H 1.84 6.78 -2.89
H 1.86 8.50 -3.34
H -1.32 7.83 -4.72
H 0.37 7.74 -5.11
H -0.56 5.85 -5.82
H 0.83 5.50 -4.73
H -1.09 3.99 -4.27
H -2.23 5.33 -3.98
H -1.95 3.39 -2.07
H -2.84 5.02 -1.92
H -1.78 4.45 -0.64
H 0.61 4.60 -0.97
H 1.28 4.83 -2.59
H 0.35 3.37 -2.04
H -0.17 9.90 -3.14
H -1.79 9.08 -2.98
H -0.69 9.30 -1.61
H -1.50 7.10 -0.44


C39H95N3O16 | wB97M-V/def2-TZVPD

Calculated values
* structure (SMILES): CC1(C)CCCC(C)(C)N1O.CC1(C)CCCC(C)(C)N1O.CC1(C)CCCC(C)(C)N1O.OCCO.OCCO.OCCO.OCCO.OCCO.OCCO.O
* gap between HOMO and LUMO: 8.04 eV
* energy above the lowest of the compared OMol25 structures with the same formula, charge and spin: 0.000 eV

Element x y z (Å)
C -5.06 5.93 -1.74
C -3.60 5.90 -1.19
C -2.77 6.73 -2.18
C -3.46 6.66 0.13
C -4.11 5.92 1.31
C -3.47 4.50 1.42
C -3.43 3.74 0.12
C -2.37 2.65 0.26
C -4.82 3.11 -0.12
N -2.97 4.58 -1.02
O -2.92 3.87 -2.23
H -5.07 6.32 -2.75
H -5.49 4.94 -1.73
H -5.68 6.61 -1.15
H -3.18 7.71 -2.41
H -1.74 6.93 -1.86
H -2.65 6.28 -3.17
H -2.40 6.80 0.32
H -3.97 7.63 0.11
H -3.96 6.46 2.25
H -5.19 5.87 1.20
H -4.18 4.10 2.15
H -2.51 4.61 1.94
H -2.29 1.92 -0.55
H -2.67 2.01 1.10
H -1.39 3.07 0.45
H -5.66 3.79 -0.02
H -4.98 2.39 0.68
H -4.85 2.60 -1.09
H -1.97 3.62 -2.25
C 3.78 -3.15 -2.55
C 3.92 -4.57 -3.15
C 3.52 -4.45 -4.64
C 5.38 -5.05 -3.07
C 5.61 -6.55 -3.23
C 4.64 -7.34 -2.34
C 3.19 -6.91 -2.39
C 2.43 -7.54 -3.58
C 2.47 -7.43 -1.13
N 3.06 -5.45 -2.39
O 1.71 -5.04 -2.37
H 2.82 -2.71 -2.76
H 3.88 -3.33 -1.47
H 4.55 -2.48 -2.92
H 4.16 -3.71 -5.13
H 3.58 -5.39 -5.20
H 2.47 -4.15 -4.71
H 5.93 -4.56 -3.88
H 5.78 -4.71 -2.11
H 5.41 -6.80 -4.28
H 6.64 -6.79 -2.99
H 4.94 -7.33 -1.29
H 4.69 -8.39 -2.65
H 3.05 -7.59 -4.48
H 1.49 -7.03 -3.79
H 2.22 -8.58 -3.34
H 2.64 -6.83 -0.24
H 2.75 -8.48 -0.98
H 1.39 -7.43 -1.29
H 1.64 -4.68 -1.48
C -0.23 3.53 4.00
C 0.21 2.06 4.26
C -0.40 1.73 5.64
C -0.44 1.26 3.14
C 0.10 -0.19 3.03
C 1.63 -0.14 3.08
C 2.30 0.68 4.19
C 2.17 -0.04 5.57
C 3.79 0.85 3.85
N 1.68 2.02 4.16
O 2.28 2.88 5.07
H 0.34 3.92 3.15
H -1.28 3.59 3.76
H 0.05 4.15 4.85
H -1.47 1.91 5.55
H -0.22 0.68 5.89
H -0.05 2.42 6.41
H -1.53 1.23 3.25
H -0.20 1.74 2.19
H -0.23 -0.78 3.89
H -0.30 -0.65 2.13
H 1.98 0.23 2.11
H 2.09 -1.13 3.13
H 1.44 -0.84 5.45
H 1.89 0.63 6.38
H 3.12 -0.52 5.82
H 3.89 1.17 2.81
H 4.28 -0.13 3.89
H 4.28 1.50 4.56
H 1.95 2.76 5.98
O -0.22 5.38 -0.41
C 0.69 4.92 -1.41
C 0.66 3.43 -1.71
O -0.33 2.88 -2.56
H -1.12 4.99 -0.54
H 0.37 5.47 -2.31
H 1.68 5.22 -1.09
H 0.55 2.97 -0.71
H 1.70 3.22 -1.98
H 0.13 2.68 -3.38
O -5.47 -1.33 3.43
C -5.65 -0.73 2.15
C -4.32 -0.32 1.54
O -3.50 -1.45 1.22
H -5.14 -2.23 3.31
H -6.13 -1.41 1.44
H -6.30 0.11 2.35
H -3.71 0.37 2.13
H -4.46 0.28 0.63
H -3.26 -1.81 2.08
O 0.91 -0.08 -1.94
C 0.83 -1.06 -0.93
C -0.60 -1.56 -0.75
O -1.40 -0.52 -0.24
H 0.20 0.56 -1.75
H 1.37 -1.97 -1.18
H 1.20 -0.68 0.02
H -0.63 -2.42 -0.08
H -0.95 -1.80 -1.77
H -2.23 -0.84 0.17
O -3.17 0.21 -5.30
C -2.68 -0.42 -4.12
C -3.28 0.24 -2.88
O -4.68 0.09 -2.86
H -2.78 1.09 -5.37
H -2.83 -1.50 -4.21
H -1.58 -0.29 -4.11
H -2.99 1.29 -2.82
H -2.89 -0.29 -2.00
H -5.01 0.20 -3.77
O 4.01 3.24 0.05
C 3.57 1.90 -0.19
C 4.14 1.42 -1.51
O 3.69 0.14 -1.84
H 3.68 3.56 0.89
H 3.87 1.26 0.63
H 2.48 1.96 -0.28
H 5.23 1.52 -1.46
H 3.90 2.13 -2.31
H 2.77 0.19 -2.15
O 1.11 -4.99 3.52
C 1.28 -3.63 3.05
C 1.88 -3.63 1.68
O 1.03 -4.06 0.62
H 1.85 -5.17 4.10
H 0.32 -3.12 3.04
H 1.90 -3.13 3.80
H 2.79 -4.25 1.68
H 2.24 -2.63 1.42
H 0.53 -4.80 1.00
O -3.07 -3.50 -0.78
H -2.50 -3.70 -1.53
H -3.68 -2.83 -1.11


M: 860.24, 801.12, 862.19 (g mol⁻¹)
Electronic energy: -2821.1641, -3347.4698, -2910.8428 (Ha)
F_max: 2.28, 4.26, 2.90 (eV/A)